{
  "formula": "C24H21Cl3CrNO4P2SSi",
  "method": "ωB97M-V/def2-TZVPD",
  "symbols": ["Cr", "N", "P", "C", "C", "C", "C", "C", "C", "C", "C", "C", "C", "C", "C", "P", "C", "C", "C", "C", "C", "C", "C", "C", "C", "C", "C", "C", "H", "H", "H", "H", "H", "H", "H", "H", "H", "H", "H", "H", "H", "H", "H", "H", "H", "H", "H", "H", "H", "O", "S", "O", "O", "O", "Cl", "Si", "Cl", "Cl"],
  "xyz": [[-2.57143, 0.95053, -0.18527], [0.61836, -0.66060, -0.11042], [-1.07673, -0.82224, 0.16742], [-1.24733, -2.59500, -0.26827], [-0.30018, -3.54889, 0.09883], [-0.49305, -4.87872, -0.23065], [-1.62953, -5.26802, -0.92328], [-2.57400, -4.32094, -1.28728], [-2.38599, -2.98906, -0.96296], [-1.02494, -0.92674, 1.98754], [-2.26366, -0.93464, 2.62138], [-2.34053, -0.92444, 4.00090], [-1.17782, -0.89407, 4.75520], [0.05625, -0.88319, 4.12744], [0.13736, -0.91254, 2.74558], [1.28048, 0.91613, 0.20931], [3.00657, 0.49168, -0.35558], [3.28211, -0.20335, -1.52772], [4.57662, -0.57133, -1.84263], [5.62283, -0.21400, -1.00813], [5.36973, 0.52236, 0.13607], [4.06810, 0.86576, 0.46021], [0.82463, 1.83933, -1.31291], [0.04702, 1.33801, -2.34929], [-0.27608, 2.14063, -3.42897], [0.15454, 3.45387, -3.47533], [0.91316, 3.96693, -2.43519], [1.25443, 3.16107, -1.36800], [0.85300, -1.00435, -1.04207], [0.58206, -3.24026, 0.64249], [0.23916, -5.61938, 0.06542], [-1.78637, -6.30972, -1.16818], [-3.46470, -4.61965, -1.81938], [-3.11441, -2.24283, -1.25533], [-3.16124, -0.91515, 2.00599], [-3.30284, -0.91357, 4.48752], [-1.23250, -0.87899, 5.83437], [0.96126, -0.83421, 4.71758], [1.10029, -0.89190, 2.25236], [2.48254, -0.46209, -2.20958], [4.77269, -1.13905, -2.74238], [6.63336, -0.50515, -1.25473], [6.18744, 0.82020, 0.77866], [3.86167, 1.42780, 1.36155], [-0.32515, 0.31902, -2.32839], [-0.88397, 1.73086, -4.22173], [-0.11911, 4.08127, -4.31141], [1.22731, 5.00165, -2.45128], [1.83574, 3.56082, -0.54869], [-0.41163, 4.16182, 0.75563], [-1.42479, 3.21170, 0.44863], [-2.71270, 3.63135, 1.18961], [-1.80436, 3.09333, -0.94577], [-1.14286, 1.85601, 0.97204], [-5.40362, 4.07851, 0.58493], [-3.99610, 2.56474, 0.82407], [-3.94800, -0.02085, -1.65784], [-4.35308, 1.95952, 2.79789]],
  "forces_ev_per_a": [[-0.3, -0.4, -1.2], [-0.3, 0.3, -0.4], [1.4, -1.8, 0.8], [-0.3, 0.2, -0.2], [0.0, 0.1, 0.0], [0.1, 0.0, 0.1], [-0.2, 0.0, 0.0], [0.0, -0.3, 0.0], [0.0, 0.2, 0.0], [-0.3, 0.0, 0.0], [0.1, 0.0, -0.2], [-0.1, -0.1, 0.1], [0.0, -0.1, 0.0], [0.1, 0.0, 0.0], [0.1, 0.0, -0.1], [1.1, -0.1, -0.7], [-0.2, 0.1, 0.2], [0.0, -0.1, 0.0], [0.0, -0.1, -0.2], [0.1, 0.0, 0.1], [0.2, 0.0, 0.0], [-0.2, 0.0, 0.1], [0.1, 0.0, 0.1], [0.3, -0.1, 0.1], [0.0, -0.1, -0.1], [0.0, 0.0, 0.0], [0.1, 0.1, -0.1], [0.1, -0.1, -0.1], [0.0, 0.0, 0.2], [0.1, 0.0, 0.1], [0.0, 0.0, 0.0], [0.0, -0.1, 0.0], [-0.1, 0.0, -0.1], [0.0, 0.0, 0.0], [0.0, 0.0, 0.2], [-0.1, 0.0, 0.0], [0.0, 0.1, 0.1], [0.1, 0.0, 0.0], [0.0, 0.0, 0.1], [-0.1, 0.0, -0.1], [0.0, 0.0, -0.1], [0.1, 0.0, 0.0], [0.0, 0.0, 0.0], [0.0, 0.0, 0.1], [0.0, 0.0, 0.0], [-0.1, 0.0, -0.1], [0.0, 0.1, 0.0], [0.0, 0.0, 0.0], [0.0, 0.1, 0.1], [0.4, 0.2, 0.3], [0.5, 2.1, 0.1], [0.3, 0.8, 0.5], [-0.2, -0.2, -0.7], [-0.2, -1.1, 0.4], [-0.6, 0.0, -0.3], [-1.0, 0.6, 0.8], [-0.4, -0.2, -0.5], [-0.4, -0.3, 0.7]],
  "lowdin_spin": [3.689, 0.009, 0.052, 0.003, 0.000, 0.000, 0.000, 0.000, 0.001, 0.007, 0.013, 0.002, 0.000, 0.002, 0.000, 0.001, 0.001, 0.000, 0.000, 0.000, 0.000, 0.000, 0.003, 0.006, 0.002, 0.000, 0.003, 0.000, 0.000, 0.000, 0.000, 0.000, 0.000, 0.001, 0.010, 0.000, 0.000, 0.000, 0.000, 0.000, 0.000, 0.000, 0.000, 0.000, 0.004, 0.000, 0.000, 0.000, 0.000, 0.003, 0.011, 0.002, 0.046, 0.028, -0.003, 0.028, 0.074, 0.003],
  "multiplicity": 5,
  "total_charge": -1,
  "e_homo_ev": [-4.85, -5.44],
  "s_squared": 6.027,
  "total_energy_ha": -5078.6529,
  "lumo_ev": [2.5, 2.5]
}